[1]
ORCA calculation (ωB97M-V/def2-TZVPD) on 2 unconnected molecules or ions with the total composition C36H31F5N3O2P.

```
78
Properties=species:S:1:pos:R:3:forces:R:3:mulliken_charge:R:1
C 5.4975 -5.4325 0.4709 -0.2 0.1 -0.2 -0.35
C 4.3873 -5.3814 1.3252 0.0 0.2 -0.2 -0.67
C 3.2473 -4.6695 0.9398 0.3 -0.1 -0.2 -0.41
C 3.2034 -4.0204 -0.3019 0.2 -0.2 0.1 0.27
P 1.6732 -3.1931 -0.8523 -0.4 0.9 -0.4 1.29
C 0.4128 -4.4668 -0.5015 -0.2 0.0 0.1 0.28
C -0.5984 -4.2682 0.4411 -0.1 -0.6 0.2 0.13
C -1.4196 -5.3387 0.8239 0.0 0.0 -0.3 -0.71
C -1.3027 -6.5779 0.1866 0.1 0.2 0.0 -0.41
C -0.3674 -6.7406 -0.8411 0.0 0.2 -0.1 -0.64
C 0.4824 -5.6882 -1.1913 -0.1 -0.1 0.4 -0.58
C 1.2220 -1.7804 0.0995 0.3 -0.7 0.3 -0.93
C 1.9703 -0.6081 -0.0647 0.5 1.3 0.1 0.36
N 2.5145 0.4331 -0.1797 -1.0 -1.3 0.1 -0.76
O 1.7462 -2.8861 -2.3171 0.2 -0.2 0.1 -0.86
C 4.3187 -4.0700 -1.1502 -0.1 -0.2 0.1 -0.34
C 5.4537 -4.7924 -0.7761 -0.1 0.0 0.4 -0.55
H 6.3968 -5.9757 0.7733 -0.3 0.1 -0.1 0.36
H 4.4038 -5.9054 2.2850 0.0 0.2 -0.3 0.36
H 2.3811 -4.6328 1.6026 0.2 0.0 -0.2 0.31
H -0.7469 -3.2865 0.8896 0.1 -0.3 0.0 0.19
H -2.1502 -5.2043 1.6236 0.1 0.0 -0.3 0.40
H -1.9450 -7.4115 0.4791 0.2 0.3 -0.1 0.38
H -0.2929 -7.6943 -1.3667 0.0 0.3 0.1 0.40
H 1.2116 -5.8142 -1.9924 -0.1 0.0 0.3 0.40
H 0.7536 -1.9237 1.0776 0.4 0.1 -0.2 0.49
H 4.2803 -3.5571 -2.1115 -0.1 -0.2 0.2 0.39
H 6.3015 -4.8634 -1.4625 -0.2 0.1 0.3 0.36
C -2.8822 6.1790 0.4010 -0.4 0.1 -0.2 -1.00
N -1.9214 5.1132 0.2240 0.5 0.1 0.4 0.27
C -0.6793 5.1831 0.8002 0.2 0.7 0.2 0.21
O -0.2212 6.1486 1.4042 -0.5 -1.4 -0.7 -0.69
C 0.0386 3.8708 0.4654 0.7 0.9 -0.4 0.13
C 0.6210 3.1022 1.6500 -0.3 -0.4 0.1 -0.34
C 1.5837 3.9363 2.4325 0.5 0.2 0.3 -0.39
C 1.2528 4.4257 3.6946 -0.2 0.1 -0.1 0.24
F 0.0367 4.1271 4.2223 0.7 0.2 -0.2 -0.35
C 2.0916 5.2886 4.3903 0.0 0.2 0.1 0.30
F 1.7037 5.8157 5.5695 0.3 -0.3 -0.6 -0.29
C 3.3196 5.6454 3.8291 0.1 0.1 0.1 0.62
F 4.1301 6.5023 4.4753 -0.4 -0.5 -0.3 -0.29
C 3.7036 5.1267 2.5907 0.2 0.2 -0.1 0.21
F 4.8896 5.4688 2.0482 -0.7 -0.2 0.4 -0.28
C 2.8274 4.2929 1.9062 -0.1 0.0 -0.4 0.21
F 3.1602 3.8819 0.6541 -0.2 0.2 1.0 -0.33
N -0.9855 3.1194 -0.2529 0.4 -1.7 -0.7 0.36
C -0.7154 1.8641 -0.6603 0.1 1.0 0.9 0.05
C -1.6420 0.9012 -1.0501 -0.7 -0.9 -0.4 -0.57
C -1.3156 -0.4418 -1.2635 -0.2 1.5 -0.7 0.55
C -2.1479 -1.3487 -2.0120 -1.2 -0.8 -0.4 0.30
C -1.6057 -2.5323 -2.5842 0.5 0.5 0.7 -0.15
C -2.3611 -3.3616 -3.3996 -0.4 0.1 -0.3 -0.73
C -3.6751 -3.0053 -3.7381 0.4 0.1 0.4 -0.45
C -4.2425 -1.8570 -3.1681 0.0 0.2 0.2 -0.60
C -3.5151 -1.0653 -2.2827 0.5 -0.2 -0.2 -0.52
C -2.2987 3.7901 -0.2623 -0.4 0.0 0.2 0.16
C -3.2632 3.1095 0.7152 0.0 0.1 0.2 -1.41
C -2.9342 3.8654 -1.6555 0.3 0.3 -0.1 -1.70
H -2.3954 7.0149 0.9059 0.0 -0.2 -0.1 0.38
H -3.2603 6.5181 -0.5692 0.1 0.0 0.1 0.28
H -3.7367 5.8501 1.0040 0.2 0.1 0.0 0.34
H 0.8834 4.1124 -0.2032 -0.4 0.0 0.1 0.41
H -0.1967 2.7710 2.3055 0.3 0.0 -0.2 0.57
H 1.1366 2.2186 1.2440 -0.1 0.1 0.2 0.11
H 0.3540 1.6145 -0.6574 -0.2 -0.2 0.2 0.86
H -2.6699 1.2315 -1.2151 0.4 -0.3 -0.1 -0.20
H -0.3571 -0.8199 -0.9178 0.5 -0.1 -0.2 0.06
H -0.5538 -2.7611 -2.3787 -0.3 0.0 -0.2 0.48
H -1.9132 -4.2753 -3.7985 -0.1 0.4 0.1 0.44
H -4.2551 -3.6171 -4.4312 0.2 0.2 0.2 0.37
H -5.2609 -1.5673 -3.4261 0.2 -0.2 0.1 0.38
H -3.9772 -0.2088 -1.7912 -0.1 -0.2 -0.3 0.42
H -2.8585 3.1591 1.7351 -0.1 0.0 -0.2 0.35
H -4.2286 3.6287 0.6765 0.2 -0.2 0.1 0.48
H -3.4095 2.0604 0.4477 -0.1 0.2 0.1 0.37
H -2.3909 4.5860 -2.2768 -0.1 -0.2 0.1 0.41
H -2.9231 2.8935 -2.1515 -0.1 0.2 0.0 0.39
H -3.9745 4.1949 -1.5540 0.2 -0.1 -0.1 0.45
```
Positions in Å, forces in eV/Å.

## Properties
E = -2545.7996 Eh
Frontier orbital gap = 4.9 eV
Lowest unoccupied orbital energy = -2.0 eV
HOMO = -6.92 eV

---

[2]
ORCA calculation (ωB97M-V/def2-TZVPD) on a molecular structure, C36H31FNO3PReS6.

```
80
Properties=species:S:1:pos:R:3:forces:R:3:mulliken_charge:R:1
Re 0.1696 -0.4886 -0.6300 0.4 0.5 -0.4 0.70
N -2.7259 0.9609 1.3650 0.0 0.0 0.0 -0.03
C -2.5470 2.3167 1.2373 0.0 0.0 0.0 0.54
C -3.3781 3.1699 1.9874 0.0 0.0 0.0 -0.64
C -3.3270 4.5347 1.8480 0.0 0.0 0.0 -0.70
C -2.4391 5.1113 0.9411 0.0 0.0 0.0 -1.15
C -1.6143 4.2880 0.2099 0.0 0.0 0.0 -0.33
C -1.6259 2.8907 0.3449 0.0 0.0 0.0 0.73
P -0.5048 1.9675 -0.7782 -0.3 0.1 -0.1 0.72
C -1.1998 2.4273 -2.4070 0.0 0.0 0.0 1.25
C -2.1210 1.5642 -2.9939 0.0 0.0 0.0 -0.39
C -2.7380 1.8990 -4.1892 0.0 0.0 0.0 -0.89
C -2.4367 3.0978 -4.8150 0.0 0.0 0.0 -0.60
C -1.5192 3.9638 -4.2377 0.0 0.0 0.0 -0.92
C -0.9066 3.6337 -3.0396 0.0 0.0 0.0 -0.34
C 1.0349 2.9651 -0.6585 0.1 -0.1 0.0 0.74
C 1.4093 3.5686 0.5412 -0.1 -0.1 0.0 -0.80
C 2.6361 4.2038 0.6633 0.0 0.0 0.0 -0.88
C 3.5054 4.2623 -0.4155 0.0 0.0 0.0 -0.74
C 3.1302 3.6954 -1.6249 0.0 0.0 0.0 -1.05
C 1.9053 3.0536 -1.7466 0.0 0.0 0.0 -0.98
H -1.9375 0.3739 1.1422 0.0 0.0 0.0 -0.55
H -3.2026 0.6655 2.2018 0.0 0.0 0.0 0.31
H -4.0783 2.7194 2.6810 0.0 0.0 0.0 0.35
H -3.9833 5.1582 2.4412 0.0 0.0 0.0 0.40
H -2.3962 6.1836 0.8099 0.0 0.0 0.0 0.45
H -0.9271 4.7432 -0.4905 0.0 0.0 0.0 0.22
H -2.3593 0.6201 -2.5237 0.0 0.0 0.0 0.23
H -3.4497 1.2156 -4.6330 0.0 0.0 0.0 0.46
H -2.9122 3.3574 -5.7516 0.0 0.0 0.0 0.41
H -1.2774 4.9016 -4.7209 0.0 0.0 0.0 0.43
H -0.1916 4.3217 -2.6093 0.0 0.0 0.0 0.31
H 0.7362 3.5462 1.3880 0.0 0.0 0.0 0.55
H 2.9079 4.6617 1.6056 0.0 0.0 0.0 0.46
H 4.4600 4.7631 -0.3206 0.0 0.0 0.0 0.42
H 3.7857 3.7641 -2.4845 0.0 0.0 0.0 0.50
H 1.6170 2.6214 -2.6952 0.0 0.0 0.0 0.96
S -3.0257 -7.0467 -0.8848 0.0 0.0 0.1 -0.22
C -2.3045 -5.5841 -0.8188 0.0 0.0 -0.1 0.13
S -3.1569 -4.0849 -1.0377 0.0 -0.1 0.0 -0.08
C -1.7720 -3.0364 -0.8707 -0.1 0.3 0.0 0.08
C -0.5767 -3.6315 -0.6545 0.3 0.1 0.1 0.24
S 0.8755 -2.7314 -0.4630 -0.2 -0.5 -0.1 -0.50
S -0.5935 -5.3747 -0.5704 -0.1 0.0 0.0 -0.08
S -1.9147 -1.3110 -0.9622 0.0 -0.4 0.0 -0.40
C 4.4480 0.2238 0.8504 -0.1 0.0 0.0 -1.42
C 3.3298 -0.6514 0.3349 0.1 -0.2 0.1 -0.50
O 2.2891 0.1695 -0.2307 -0.3 0.0 0.1 1.62
H 5.2517 -0.3969 1.2463 0.0 0.0 0.0 0.43
H 4.0883 0.8812 1.6427 0.0 0.0 0.0 0.29
H 4.8601 0.8378 0.0458 0.0 0.0 0.0 0.29
H 2.8476 -1.2105 1.1350 0.0 0.0 0.0 0.49
H 3.6796 -1.3530 -0.4299 0.0 0.0 0.0 0.28
H 2.6635 0.7418 -0.9153 -0.1 0.0 -0.2 -0.65
O 7.4168 -2.0842 -3.4606 0.1 0.0 0.0 -0.50
C 6.2710 -2.7805 -3.6261 0.0 0.0 0.0 0.55
O 6.3203 -3.9459 -3.8974 0.0 0.0 0.0 -0.55
C 4.9803 -2.0407 -3.4528 -0.1 0.0 0.0 1.06
C 3.8071 -2.7960 -3.4781 0.1 0.0 0.0 -0.91
C 2.5752 -2.1968 -3.3094 0.0 0.0 0.0 -0.55
C 2.4793 -0.8191 -3.1071 0.0 -0.1 0.0 0.33
S 0.9058 -0.0229 -2.8920 -0.1 0.2 0.4 -0.03
C 3.6468 -0.0584 -3.1293 0.0 0.0 0.0 -1.03
C 4.8849 -0.6634 -3.2903 0.0 0.0 0.0 -0.82
H 7.2361 -1.1747 -3.2066 0.0 0.1 0.0 0.27
H 3.8884 -3.8637 -3.6294 0.0 0.0 0.0 0.48
H 1.6742 -2.7931 -3.3222 0.0 0.0 0.0 0.64
H 3.5877 1.0196 -3.0383 0.0 0.0 0.0 0.49
H 5.7581 -0.0199 -3.3120 0.0 0.0 0.0 0.26
F -0.0260 -0.1766 5.6436 0.0 0.0 0.1 -0.37
C 0.0535 -0.2305 4.2981 0.0 0.0 -0.1 0.07
C -0.5737 -1.2607 3.6273 0.0 0.1 0.1 -0.79
C -0.4887 -1.3022 2.2425 0.1 0.0 -0.1 -0.38
C 0.1995 -0.3226 1.5028 0.1 0.0 0.0 0.31
C 0.8404 0.6731 2.2425 0.0 0.0 0.0 0.30
C 0.7735 0.7354 3.6279 0.0 0.0 0.1 -0.68
H -1.1073 -2.0203 4.1832 0.0 0.0 0.0 0.47
H -0.9813 -2.1218 1.7338 0.0 0.0 0.0 0.28
H 1.4328 1.4176 1.7296 0.0 0.0 0.0 0.46
H 1.2731 1.5171 4.1854 0.0 0.0 0.0 0.49
```
Positions in Å, forces in eV/Å.

## Properties
E = -4579.6101 Eh
Frontier orbital gap (spin up / spin down) = 6.1 / 5.6 eV
Lowest unoccupied orbital energy (spin up / spin down) = -1.5 / -2.0 eV
HOMO (spin up / spin down) = -7.62 / -7.59 eV
⟨S²⟩ = 0.7709
Relative energy (zero: lowest compared OMol25 entry of this formula, charge and spin) = 57.1 kJ/mol
Spin multiplicity = 2